# C2H10NS2

A cluster of 2 separate species, C2H10NS2 in total (ωB97M-V with the def2-TZVPD basis set, OMol25).

Output
charge: +1
HOMO-LUMO gap: 0.3181 hartree
HOMO energy: -12.451 eV
energy above the lowest of the compared OMol25 structures with the same formula, charge and spin: 10.9 kcal per mole
lowest unoccupied orbital energy: -3.794 eV

XYZ file:
```
15
Properties=species:S:1:pos:R:3:forces:R:3
C -1.902 -0.801 -2.028 -0.4 0.1 0.1
N -0.676 -0.681 -1.160 -0.6 -0.3 -0.4
H -2.043 -1.808 -2.409 0.3 0.0 0.1
H -2.769 -0.514 -1.439 0.1 -0.1 0.1
H -1.817 -0.097 -2.836 0.1 0.2 -0.4
H 0.176 -0.593 -1.718 -0.1 0.2 0.1
H -0.574 -1.526 -0.600 0.1 0.1 0.3
H -0.801 0.123 -0.529 0.5 -0.2 0.2
C 2.376 0.854 1.437 -0.1 0.2 0.7
S 1.243 1.894 2.398 -0.3 0.0 -0.4
S -0.595 1.001 2.018 0.5 0.2 0.1
H 3.365 1.197 1.727 0.2 -0.1 0.1
H 2.287 1.026 0.374 -0.2 -0.1 -0.3
H 2.232 -0.176 1.756 0.2 0.0 -0.3
H -0.504 0.101 3.008 -0.2 -0.2 -0.1
```
Positions in Å, forces in eV/Å.

---

# C2H10NS2

A cluster of 2 separate species, C2H10NS2 in total in a non-equilibrium geometry (ωB97M-V with the def2-TZVPD basis set, OMol25).

Output
charge: +1
HOMO-LUMO gap: 0.2328 hartree
HOMO energy: -10.514 eV
energy above the lowest of the compared OMol25 structures with the same formula, charge and spin: 36.9 kcal per mole
lowest unoccupied orbital energy: -4.178 eV

XYZ file:
```
15
Properties=species:S:1:pos:R:3:forces:R:3
C 1.106 1.975 -1.674 1.0 -0.9 0.0
N 0.214 3.016 -2.276 1.0 0.3 1.6
H 1.976 1.771 -2.301 -0.2 0.5 -0.3
H 1.514 2.365 -0.744 -0.4 -0.2 0.2
H 0.632 0.998 -1.600 -0.5 0.4 0.4
H 0.773 3.873 -2.237 0.0 0.1 -1.1
H -0.513 3.279 -1.602 -0.6 -0.7 -0.5
H -0.099 2.727 -3.198 -0.4 0.5 -0.1
C -0.629 -3.090 3.271 -0.3 0.4 0.6
S -0.416 -3.741 1.594 -0.2 0.1 -0.5
S -0.999 -2.031 0.504 0.2 1.4 0.2
H 0.283 -2.714 3.738 0.3 -0.5 -0.3
H -1.050 -3.917 3.841 0.2 -0.1 0.1
H -1.321 -2.259 3.436 -0.3 -0.2 -0.8
H -1.472 -2.252 -0.753 0.1 -1.1 0.6
```
Positions in Å, forces in eV/Å.

---

# C2H10O10V

A structure of composition C2H10O10V in a non-equilibrium geometry (ωB97M-V with the def2-TZVPD basis set, OMol25).

Output
charge: 0
HOMO-LUMO gap (alpha / beta): 0.2086 / 0.2915 hartree
expectation value of S²: 3.753
2S+1: 4
HOMO energy (alpha / beta): -6.317 / -8.586 eV
energy above the lowest of the compared OMol25 structures with the same formula, charge and spin: 29.8 kcal per mole
lowest unoccupied orbital energy (alpha / beta): -0.642 / -0.653 eV

XYZ file:
```
23
Properties=species:S:1:pos:R:3:forces:R:3
V -0.004 -0.166 -0.222 0.7 0.5 0.0
C 1.061 0.375 2.170 0.8 1.5 0.3
O -0.028 -0.162 1.904 -1.9 -1.9 0.2
O 1.409 0.632 3.438 -1.4 -1.1 1.9
O 1.826 0.791 1.342 2.2 0.3 -2.1
H 0.677 0.208 3.941 0.7 0.6 0.1
C 0.089 2.413 -0.657 -2.7 0.4 0.1
O -0.672 1.979 0.220 -1.5 0.8 1.6
O -0.113 3.727 -1.075 2.6 -1.3 -1.3
O 0.800 1.598 -1.244 1.8 0.5 -1.8
H -0.838 4.157 -0.659 -0.9 -0.2 1.1
O -2.303 -0.326 0.121 -0.1 -1.3 -0.9
H -3.104 0.123 0.393 -0.1 0.3 0.1
H -2.561 -1.124 -0.386 -0.1 0.7 0.6
O -0.461 -0.631 -2.339 -0.8 -0.2 1.7
H 0.153 -0.685 -3.030 1.4 0.2 -1.5
H -1.325 -0.764 -2.697 -0.8 0.0 -0.4
O -0.309 -2.431 0.201 -1.1 -0.2 1.4
H -0.753 -2.506 1.088 0.7 0.2 -1.1
H -0.187 -3.331 -0.118 0.0 0.1 -0.1
O 1.952 -1.023 -0.815 -0.7 0.4 -0.8
H 2.258 -1.577 -1.524 0.1 -0.3 -0.4
H 2.435 -1.275 -0.051 0.8 0.0 1.3
```
Positions in Å, forces in eV/Å.

---

# C2H10O2S

A structure of composition C2H10O2S in a non-equilibrium geometry (ωB97M-V with the def2-TZVPD basis set, OMol25).

Output
charge: 0
HOMO-LUMO gap: 0.1181 hartree
HOMO energy: -8.563 eV
energy above the lowest of the compared OMol25 structures with the same formula, charge and spin: 191.2 kcal per mole
lowest unoccupied orbital energy: -5.349 eV

XYZ file:
```
15
Properties=species:S:1:pos:R:3:forces:R:3
C -0.109 0.450 -0.575 0.8 2.0 1.4
C -1.550 0.025 -0.781 -1.9 0.0 -2.8
S -2.333 -0.036 0.848 1.1 -0.1 -1.8
H 0.352 -0.159 0.196 0.4 -0.1 -0.3
H 0.552 0.479 -1.529 -1.1 -0.2 1.2
H -0.233 1.479 -0.091 0.9 -1.0 -0.9
H -1.601 -0.875 -1.467 -0.3 0.5 1.5
H -1.987 0.869 -1.461 0.3 -1.2 1.5
H 0.230 -1.050 2.642 -0.2 0.1 -0.2
H 3.459 -0.160 1.176 -2.0 0.1 -0.7
H -0.517 -1.130 2.541 0.2 0.0 0.0
O 2.500 -0.120 0.858 1.6 -0.1 0.9
H 3.436 -0.274 -1.858 3.6 -1.0 -1.3
H 2.507 -0.064 -0.365 0.7 -0.2 -0.1
O 2.636 -0.054 -1.509 -4.3 1.2 1.5
```
Positions in Å, forces in eV/Å.

---

# C2H10O2S

A cluster of 3 separate species, C2H10O2S in total in a non-equilibrium geometry (ωB97M-V with the def2-TZVPD basis set, OMol25).

Output
charge: 0
HOMO-LUMO gap: 0.3548 hartree
HOMO energy: -9.084 eV
SMILES: CCS.O.O
energy above the lowest of the compared OMol25 structures with the same formula, charge and spin: 25.4 kcal per mole
lowest unoccupied orbital energy: 0.572 eV

XYZ file:
```
15
Properties=species:S:1:pos:R:3:forces:R:3
C 2.111 0.270 1.486 1.1 -0.8 4.2
C 1.042 -0.665 2.034 -0.5 0.1 -1.3
S 0.191 -1.229 0.520 -0.7 -0.2 -0.2
H 1.693 1.152 1.222 -1.6 3.1 -0.4
H 2.675 0.070 0.652 1.1 -1.8 -2.0
H 2.868 0.456 2.301 -0.7 0.0 -0.7
H 1.448 -1.522 2.514 0.4 -0.6 0.5
H 0.323 -0.166 2.695 0.4 0.0 -0.2
H -1.038 -1.604 0.965 0.5 0.1 0.1
O 3.183 3.718 -5.050 -1.0 -1.2 -2.9
H 3.427 3.440 -4.181 0.1 -0.8 0.6
H 2.919 2.923 -5.656 0.9 2.1 2.3
O -6.225 -1.362 1.079 1.4 1.2 2.5
H -6.245 -0.921 0.260 -0.4 0.4 -2.2
H -5.705 -0.650 1.567 -1.0 -1.6 -0.3
```
Positions in Å, forces in eV/Å.

---

# C2H10O3

A cluster of 3 separate species, C2H10O3 in total in a non-equilibrium geometry (ωB97M-V with the def2-TZVPD basis set, OMol25).

Output
charge: 0
HOMO-LUMO gap: 0.3998 hartree
HOMO energy: -10.068 eV
SMILES: CCO.O.O
energy above the lowest of the compared OMol25 structures with the same formula, charge and spin: 32.6 kcal per mole
lowest unoccupied orbital energy: 0.812 eV

XYZ file:
```
15
Properties=species:S:1:pos:R:3:forces:R:3
C -1.864 -0.798 -1.602 -3.1 -1.3 -0.1
C -1.023 0.184 -0.890 0.0 2.9 -0.2
O -1.848 1.265 -0.340 1.8 1.1 0.2
H -1.651 -0.838 -2.654 0.0 0.1 -0.5
H -3.000 -0.521 -1.482 2.1 -0.2 -0.4
H -1.913 -1.851 -1.271 0.7 0.5 0.3
H -0.553 -0.050 0.024 0.8 -1.5 0.7
H -0.154 0.643 -1.549 -2.0 -0.7 1.0
H -2.792 1.350 -0.399 -0.4 -1.0 -0.9
O 5.989 1.564 -3.680 -0.1 0.4 -1.9
H 5.462 1.426 -4.517 0.7 0.0 1.9
H 5.582 1.137 -2.935 -0.6 -0.4 0.1
O -1.059 -1.337 7.289 0.1 0.8 -0.3
H -0.952 -0.427 6.952 -0.2 -0.6 0.3
H -0.225 -1.749 7.053 0.1 -0.2 0.0
```
Positions in Å, forces in eV/Å.

---

# C2H10O3

A cluster of 3 separate species, C2H10O3 in total in a non-equilibrium geometry (ωB97M-V with the def2-TZVPD basis set, OMol25).

Output
charge: +1
HOMO-LUMO gap (alpha / beta): 0.3987 / 0.1675 hartree
expectation value of S²: 0.754
2S+1: 2
HOMO energy (alpha / beta): -14.968 / -14.953 eV
energy above the lowest of the compared OMol25 structures with the same formula, charge and spin: 3.2 kcal per mole
lowest unoccupied orbital energy (alpha / beta): -4.120 / -10.397 eV

XYZ file:
```
15
Properties=species:S:1:pos:R:3:forces:R:3
C -1.054 0.984 -0.678 2.0 -1.4 -1.1
O 0.118 1.013 -1.547 -0.6 0.5 0.5
C -0.643 1.557 0.669 -0.5 1.2 -0.2
H -1.760 1.516 -1.352 -0.4 0.3 0.5
H -1.240 -0.084 -0.662 -0.8 0.0 0.1
H 0.471 1.938 -1.561 0.1 -0.2 -0.1
H -0.304 0.729 1.287 0.0 0.0 0.1
H 0.124 2.328 0.539 0.2 -0.2 0.2
H -1.487 2.108 1.081 -0.1 -0.3 0.2
H 3.133 -1.080 0.488 0.1 -0.5 0.5
H 2.377 -0.509 -0.609 -0.2 0.1 -0.6
O 2.333 -1.258 -0.017 0.0 0.4 0.1
H -1.204 -2.814 1.621 -0.3 -0.9 0.6
H -0.542 -1.999 0.586 0.7 -0.1 -0.5
O -1.117 -1.917 1.337 -0.2 1.1 -0.1
```
Positions in Å, forces in eV/Å.

---

| no. | molecular weight (g mol⁻¹) |
| --- | --- |
| 1 | 112.243 |
| 2 | 112.243 |
| 3 | 245.036 |
| 4 | 98.167 |
| 5 | 98.167 |
| 6 | 82.099 |
| 7 | 82.099 |